C40H35BCl2FN4O24 | ωB97M-V with the def2-TZVPD basis set

Computed properties:
HOMO level: -10.81 eV
LUMO: -3.59 eV
Charge: +1
Multiplicity: 1

XYZ file:
```
107
Properties=species:S:1:pos:R:3:forces:R:3:mulliken_charge:R:1
C 0.6109 2.5424 2.7255 -0.179 0.025 0.203 -0.945
C 0.0088 1.6126 3.7328 0.108 -0.097 -0.277 0.815
Cl -0.1259 2.2119 5.3181 0.020 -0.001 0.102 -0.169
C -0.4084 0.3745 3.4364 -0.030 -0.012 -0.019 -0.542
Cl -1.1499 -0.6957 4.5814 -0.032 0.011 0.038 -0.118
C -0.3330 -0.1652 2.0766 0.037 0.326 -0.105 -0.472
N 0.5032 -1.0468 1.5619 0.023 -0.176 -0.118 1.058
C 1.6456 -1.6972 2.2458 0.584 0.198 0.367 0.233
C 1.2588 -2.8199 3.1723 -0.098 0.092 0.265 -1.148
F 2.4863 -2.1076 1.2662 -0.078 -0.113 -0.183 -0.358
N 0.2433 -1.3129 0.2598 -0.162 0.101 0.072 -1.115
C -0.7809 -0.5597 -0.0509 -0.088 -0.116 -0.105 0.367
C -1.4699 -0.4593 -1.3621 0.268 -0.055 -0.131 -1.148
C -1.1240 0.8363 -2.1244 0.175 0.196 -0.133 -0.505
C -2.1528 1.9265 -1.8387 -0.367 0.190 -0.077 0.560
N -1.7021 3.1643 -1.3660 0.611 -0.739 0.295 -0.482
O -3.3296 1.7068 -2.0172 0.256 -0.067 0.317 -0.593
N -1.1427 0.1548 1.0503 -0.352 -0.099 0.168 1.080
O -2.1321 1.0734 1.0886 0.210 0.195 0.178 -0.023
B -3.2890 0.7299 1.8618 -0.456 -0.081 -0.254 0.480
O -4.0651 1.7995 2.0983 0.375 -0.026 0.198 -0.480
O -3.5598 -0.5748 2.1643 0.431 0.252 0.312 -0.535
H 0.3438 2.2426 1.7123 0.127 0.060 -0.007 0.098
H 1.6971 2.5805 2.8357 -0.034 -0.085 0.029 0.396
H 0.2431 3.5527 2.8989 -0.009 -0.063 -0.079 0.555
H 2.1622 -0.9130 2.8076 -0.108 0.085 -0.047 0.317
H 1.0638 -2.3974 4.1586 -0.102 -0.117 -0.040 0.236
H 0.3766 -3.3730 2.8535 0.152 -0.097 -0.155 0.359
H 2.1236 -3.4748 3.2807 -0.106 -0.065 -0.087 0.385
H -1.1461 -1.3184 -1.9498 -0.108 0.006 0.048 0.461
H -2.5501 -0.5098 -1.2115 0.016 -0.081 -0.088 0.471
H -0.1045 1.1611 -1.9021 -0.036 -0.029 0.020 0.600
H -1.1467 0.5944 -3.1860 -0.096 0.021 -0.003 0.073
H -0.6923 3.2013 -1.3060 -0.011 0.090 -0.007 0.261
H -2.0822 3.3706 -0.4488 -0.470 0.402 -0.308 0.294
H -4.7438 1.6415 2.7638 -0.220 -0.016 -0.238 0.317
H -3.1343 -0.9190 2.9596 -0.131 -0.191 -0.041 0.294
C 5.5802 -3.2363 5.4652 0.065 -0.074 0.026 -0.793
C 4.5930 -2.3364 5.4088 0.043 -0.056 0.082 0.277
C 4.7379 -1.0207 4.6826 0.154 0.131 -0.133 1.172
O 3.7591 -0.2825 4.6469 -0.253 -0.227 0.044 -0.673
C 5.9987 -0.7030 4.0635 -0.060 0.088 -0.022 -1.191
C 7.0025 -1.5946 4.1240 0.008 0.039 -0.023 0.335
C 6.8474 -2.9301 4.8209 -0.134 -0.062 0.083 0.936
O 7.8064 -3.6717 4.7995 0.056 0.027 -0.023 -0.600
O 8.1884 -1.4005 3.5882 0.011 0.020 -0.022 -0.564
O 3.3996 -2.5303 5.9806 0.010 0.011 -0.092 -0.585
H 5.4810 -4.1867 5.9713 -0.025 -0.002 -0.017 0.570
H 6.0974 0.2491 3.5617 0.026 -0.004 0.000 0.464
H 8.7181 -2.2020 3.7754 -0.013 -0.030 0.016 0.377
H 2.8770 -1.7246 5.8125 0.070 0.066 0.015 0.304
C 0.8626 -7.1148 4.8988 -0.093 -0.019 -0.050 -0.910
C 1.8898 -6.3929 5.3635 0.017 0.025 0.049 0.251
C 3.3060 -6.9273 5.3999 0.057 -0.153 -0.053 1.102
O 4.1574 -6.1612 5.8217 -0.019 0.047 0.016 -0.568
C 3.5572 -8.2709 4.9414 0.118 0.047 0.036 -1.121
C 2.5289 -9.0010 4.4794 0.034 -0.016 0.010 0.328
C 1.1152 -8.4602 4.4188 -0.077 0.153 0.053 1.036
O 0.2643 -9.1988 3.9641 0.024 -0.064 -0.019 -0.610
O 2.6481 -10.2372 4.0366 0.026 -0.016 -0.010 -0.560
O 1.7854 -5.1549 5.8271 -0.094 0.028 -0.088 -0.576
H -0.1520 -6.7433 4.8691 0.003 0.005 0.016 0.467
H 4.5689 -8.6486 4.9837 -0.011 -0.024 -0.012 0.463
H 1.7547 -10.5253 3.7625 -0.030 0.021 0.002 0.373
H 2.6911 -4.8861 6.0885 -0.013 0.060 0.025 0.295
C -6.3500 2.4494 -7.2665 0.037 0.001 -0.111 -0.995
C -7.0071 2.0776 -6.1575 -0.006 -0.016 -0.041 0.379
C -6.4543 2.3227 -4.7683 0.169 0.058 0.011 0.979
O -7.1383 1.9379 -3.8369 -0.063 -0.031 -0.012 -0.662
C -5.1704 2.9737 -4.6399 -0.046 0.036 0.206 -0.958
C -4.5170 3.3494 -5.7478 -0.019 0.039 0.154 0.221
C -5.0705 3.1093 -7.1318 -0.086 -0.088 -0.088 1.120
O -4.3819 3.4815 -8.0670 0.077 -0.023 0.024 -0.664
O -3.3371 3.9493 -5.7325 -0.018 0.089 -0.005 -0.595
O -8.1779 1.4646 -6.1642 -0.028 -0.005 -0.032 -0.577
H -6.7352 2.2732 -8.2610 -0.027 0.006 0.011 0.479
H -4.7686 3.1268 -3.6476 0.003 -0.014 -0.003 0.482
H -3.0940 4.0877 -6.6695 -0.023 -0.016 -0.036 0.387
H -8.4146 1.3217 -5.2257 0.027 0.014 0.035 0.375
C 3.2885 7.0200 -0.5937 0.058 0.071 -0.067 -0.927
C 2.6876 6.0209 0.0608 0.046 -0.008 -0.026 0.290
C 1.5647 6.2544 1.0437 -0.126 0.168 0.083 0.905
O 1.0787 5.2557 1.5647 0.100 -0.041 -0.124 -0.448
C 1.1352 7.5998 1.3086 -0.078 -0.063 0.082 -1.178
C 1.7356 8.6128 0.6586 -0.028 0.002 0.025 0.452
C 2.8479 8.3811 -0.3458 0.087 -0.150 -0.060 1.042
O 3.3079 9.3651 -0.8859 -0.024 0.063 0.029 -0.592
O 1.4194 9.8781 0.8262 -0.025 0.010 0.015 -0.558
O 3.0079 4.7384 -0.0850 0.010 -0.024 -0.042 -0.607
H 4.0906 6.8609 -1.3001 -0.004 -0.016 0.001 0.448
H 0.3394 7.7572 2.0225 0.000 0.032 -0.009 0.449
H 2.0011 10.3968 0.2339 0.026 -0.015 -0.026 0.376
H 2.4119 4.2561 0.5191 -0.021 0.023 0.040 0.307
C -1.8807 -2.4025 -6.7599 0.054 -0.020 0.135 -1.181
C -2.3428 -2.4787 -8.0198 0.018 -0.030 0.019 0.264
C -2.9690 -1.2925 -8.7286 -0.043 0.204 0.052 0.982
O -3.3353 -1.4774 -9.8714 -0.002 -0.084 -0.030 -0.605
C -3.0915 -0.0367 -8.0137 -0.054 0.016 -0.125 -0.889
C -2.6319 0.0292 -6.7587 0.029 -0.014 0.102 0.153
C -1.9886 -1.1507 -6.0605 0.008 -0.147 -0.049 1.061
O -1.5968 -0.9550 -4.9157 -0.020 0.044 0.006 -0.504
O -2.6863 1.1129 -5.9943 0.021 -0.082 -0.205 -0.374
O -2.2961 -3.5715 -8.7516 0.015 -0.038 -0.001 -0.560
H -1.4318 -3.2437 -6.2512 0.002 -0.015 -0.033 0.458
H -3.5459 0.8034 -8.5222 0.022 0.016 0.025 0.551
H -2.2759 0.8445 -5.1488 -0.074 0.065 0.060 0.256
H -2.6923 -3.3435 -9.6178 -0.012 0.038 -0.011 0.382
```
Forces are in eV/Å.

***

C40H35ClMnN3O2S | ωB97M-V with the def2-TZVPD basis set

Computed properties:
HOMO level (spin up / spin down): -10.87 / -10.87 eV
Expectation value of S²: 4.16
LUMO (spin up / spin down): -4.35 / -3.52 eV
Charge: +1
Multiplicity: 4

XYZ file:
```
83
Properties=species:S:1:pos:R:3:forces:R:3:mulliken_spin:R:1
Mn -0.3513 -0.2425 -0.8388 -0.278 0.133 0.356 3.508
O -1.8400 -0.2566 0.1499 -0.197 -0.047 -0.092 0.008
C -2.6440 0.7714 0.6884 0.059 0.024 0.047 0.031
C -2.7429 1.8862 -0.3491 -0.036 0.029 0.004 0.001
C -1.4336 2.5265 -0.7147 0.029 0.011 -0.002 0.011
C -1.3489 3.9087 -0.7145 0.004 0.008 0.000 -0.002
C -0.2095 4.5314 -1.1864 0.009 0.007 -0.002 0.007
C 0.8223 3.7515 -1.6717 -0.008 0.009 -0.012 -0.007
C 0.7227 2.3726 -1.6205 -0.034 0.023 0.021 -0.017
C 1.8530 1.5253 -2.1273 0.037 -0.070 0.122 0.051
C 2.4436 0.6379 -1.0150 0.063 0.015 -0.011 -0.016
O 1.4425 -0.2873 -0.6644 -0.033 0.049 -0.295 0.058
C 3.6599 -0.1410 -1.5301 0.022 0.113 -0.047 0.013
C 4.6434 0.4668 -2.3083 -0.077 -0.059 0.022 -0.001
C 5.7487 -0.2501 -2.7411 0.014 -0.024 0.001 0.001
C 5.8936 -1.5860 -2.3950 0.019 0.021 -0.028 0.000
C 4.9308 -2.1925 -1.6043 -0.038 -0.015 0.025 0.000
C 3.8222 -1.4748 -1.1740 0.081 -0.001 0.074 0.012
C 2.8397 1.4694 0.2121 -0.034 -0.052 -0.012 0.003
C 2.5404 1.0097 1.4881 0.033 0.028 0.012 0.000
C 2.9204 1.7390 2.6076 0.028 -0.008 -0.022 -0.001
C 3.6013 2.9368 2.4666 0.007 0.004 0.014 0.000
C 3.9051 3.4032 1.1951 -0.005 -0.003 -0.008 0.000
C 3.5288 2.6732 0.0788 0.002 -0.032 -0.007 -0.001
N -0.3817 1.7739 -1.1153 0.065 0.032 -0.038 -0.112
C -4.0044 0.1494 1.0084 -0.009 0.055 0.003 0.023
C -5.1983 0.5751 0.4429 0.009 -0.031 -0.023 0.001
C -6.3978 -0.0499 0.7726 0.000 0.008 -0.007 0.000
C -6.4122 -1.1038 1.6688 -0.009 -0.006 0.002 0.000
C -5.2213 -1.5289 2.2475 0.005 -0.002 0.006 0.001
C -4.0313 -0.9020 1.9238 0.023 -0.004 0.036 0.003
C -2.0205 1.3208 1.9748 0.062 -0.047 -0.007 -0.004
C -2.6180 2.3974 2.6280 -0.044 0.003 0.017 -0.003
C -2.0749 2.9041 3.7966 0.000 0.001 -0.023 0.000
C -0.9291 2.3335 4.3380 0.012 -0.003 0.006 0.000
C -0.3399 1.2543 3.7026 -0.020 -0.019 0.035 0.003
C -0.8822 0.7506 2.5257 0.006 0.078 -0.006 0.002
H -3.3981 2.6766 0.0094 -0.024 0.005 0.025 0.000
H -3.2141 1.4856 -1.2513 0.044 -0.053 -0.024 -0.002
H -2.1886 4.4850 -0.3527 0.007 -0.011 -0.018 -0.001
H -0.1349 5.6113 -1.1919 0.001 -0.022 0.000 0.000
H 1.7166 4.1989 -2.0816 -0.016 -0.005 0.020 0.000
H 2.6005 2.1754 -2.5720 0.008 0.038 0.033 -0.001
H 1.5172 0.8528 -2.9205 -0.016 0.009 -0.021 -0.009
H 4.5662 1.5104 -2.5815 0.010 0.032 -0.012 0.000
H 6.5007 0.2385 -3.3476 -0.019 -0.009 0.013 0.000
H 6.7563 -2.1455 -2.7328 -0.014 0.011 0.012 0.000
H 5.0452 -3.2283 -1.3092 0.002 0.015 -0.002 0.000
H 3.0905 -1.9433 -0.5300 0.043 0.008 -0.004 0.002
H 2.0118 0.0740 1.6059 0.015 -0.009 -0.001 0.002
H 2.6842 1.3657 3.5957 0.045 0.012 -0.027 0.000
H 3.8982 3.5029 3.3401 -0.007 -0.010 -0.018 0.000
H 4.4403 4.3358 1.0714 -0.002 -0.008 0.001 0.000
H 3.7880 3.0551 -0.9008 0.026 -0.018 -0.027 0.000
H -5.2235 1.3961 -0.2621 0.004 -0.010 0.006 0.000
H -7.3208 0.2943 0.3233 0.021 -0.006 0.012 0.000
H -7.3456 -1.5876 1.9265 0.021 0.010 -0.010 0.000
H -5.2261 -2.3414 2.9633 0.005 0.018 -0.014 0.000
H -3.1099 -1.2117 2.4060 -0.016 -0.005 -0.032 0.000
H -3.5348 2.8299 2.2412 0.015 -0.019 -0.004 0.000
H -2.5525 3.7388 4.2931 0.003 -0.008 -0.004 0.000
H -0.5073 2.7251 5.2545 -0.009 -0.009 -0.012 0.000
H 0.5435 0.7916 4.1245 -0.062 0.010 -0.004 0.000
H -0.4152 -0.0981 2.0438 -0.013 -0.022 0.018 0.004
Cl -2.0282 -1.7779 -3.2362 0.011 -0.017 0.035 -0.074
C -1.2599 -0.3047 -2.7720 0.105 -0.005 0.024 -0.471
H -1.9839 0.4928 -2.6841 -0.022 0.040 -0.024 0.038
H -0.4175 -0.0679 -3.4148 0.027 -0.034 -0.033 0.013
N 0.0628 -7.1377 -1.8137 0.006 0.053 0.002 0.000
C -0.2441 -6.5460 -0.6481 -0.020 -0.064 0.006 -0.003
S -0.5081 -7.3456 0.7537 0.006 0.012 -0.004 0.003
C -0.2827 -5.0533 -0.6926 0.034 -0.009 -0.016 0.004
C 0.6823 -4.3267 -1.3832 -0.012 -0.035 0.010 -0.006
C 0.6309 -2.9499 -1.3552 0.060 0.063 -0.067 0.002
N -0.3327 -2.2818 -0.7098 0.081 -0.159 0.038 -0.083
C -1.2718 -2.9760 -0.0485 0.041 -0.042 -0.137 0.013
C -1.2680 -4.3537 -0.0091 -0.023 0.010 0.031 -0.004
H 0.1002 -8.1433 -1.8483 -0.005 -0.009 0.010 0.000
H 0.0783 -6.6269 -2.6802 0.001 0.001 0.002 0.000
H 1.4910 -4.8170 -1.9082 -0.006 0.007 0.001 0.000
H 1.3829 -2.3485 -1.8487 -0.064 -0.051 0.002 0.005
H -2.0355 -2.3893 0.4351 -0.060 0.046 0.057 -0.003
H -2.0204 -4.8881 0.5534 0.004 0.017 -0.006 0.000
```
Forces are in eV/Å.

***

C40H36Cl2N2O2Ti | ωB97M-V with the def2-TZVPD basis set

Computed properties:
HOMO level (spin up / spin down): -10.00 / -11.14 eV
Expectation value of S²: 0.76
LUMO (spin up / spin down): -2.49 / -2.83 eV
Charge: +1
Multiplicity: 2
Energy relative to the best compared isomer or geometry (same formula, charge and spin): 34.58 kcal per mole

XYZ file:
```
83
Properties=species:S:1:pos:R:3:forces:R:3:mulliken_spin:R:1
Ti 0.1131 -0.8069 0.5466 1.516 -3.271 2.192 0.894
O 0.5479 -1.2850 -1.0710 0.702 -0.185 -3.071 -0.047
C -0.3278 -1.8529 -1.9886 -0.464 -0.815 -1.036 0.006
C -1.6257 -2.2855 -1.2312 0.311 0.075 -0.134 0.025
C -2.3128 -1.0153 -0.8390 -0.082 0.008 0.357 0.060
C -3.4318 -0.5743 -1.5174 -0.383 0.380 0.196 -0.023
C -3.9185 0.7055 -1.2816 0.687 -0.305 0.344 0.038
C -3.2563 1.4864 -0.3399 -0.242 -0.251 -0.243 -0.026
C -2.1652 0.9870 0.3462 -0.075 -0.064 0.117 0.065
C -1.5354 1.8081 1.4314 0.412 -0.098 -0.031 0.015
C 0.0175 1.8659 1.3954 -0.575 1.452 0.106 0.030
O 0.4736 0.5632 1.5026 0.745 2.994 1.887 0.002
C 0.4622 2.7102 2.5968 0.089 -0.319 0.081 -0.003
C -0.1112 3.9437 2.8862 0.011 -0.055 -0.057 -0.001
C 0.2502 4.6405 4.0241 -0.038 0.087 0.004 0.000
C 1.2016 4.1258 4.8874 0.062 -0.072 0.037 0.000
C 1.8041 2.9176 4.5841 0.085 0.036 0.016 0.000
C 1.4367 2.2160 3.4491 0.019 -0.124 -0.202 0.000
C 0.5564 2.5028 0.1121 0.223 -0.178 -0.049 -0.018
C 1.6714 1.9380 -0.5014 0.077 -0.017 0.195 0.003
C 2.2229 2.4964 -1.6433 -0.001 0.021 0.025 0.009
C 1.6773 3.6475 -2.1835 0.080 -0.073 -0.036 0.000
C 0.5877 4.2345 -1.5634 -0.094 0.075 -0.033 0.000
C 0.0262 3.6664 -0.4327 -0.038 -0.101 0.005 -0.001
N -1.6771 -0.2595 0.0976 -3.319 1.241 -1.312 -0.041
C 0.4024 -3.0156 -2.6495 0.011 -0.099 0.075 -0.002
C 0.1820 -4.3541 -2.3548 -0.096 0.254 -0.269 0.002
C 0.9921 -5.3285 -2.9173 -0.062 -0.142 -0.024 0.000
C 2.0321 -4.9777 -3.7613 0.062 -0.120 0.096 0.000
C 2.2499 -3.6445 -4.0692 0.015 0.082 -0.025 0.000
C 1.4277 -2.6761 -3.5270 0.007 0.003 0.080 0.000
C -0.7748 -0.8689 -3.0650 0.232 0.143 0.066 0.002
C -1.4661 -1.3397 -4.1762 -0.041 0.083 0.119 0.002
C -1.9913 -0.4435 -5.0886 -0.097 -0.070 -0.048 0.001
C -1.8276 0.9206 -4.8984 -0.006 0.069 -0.057 0.000
C -1.0968 1.3866 -3.8190 -0.084 0.106 -0.082 0.003
C -0.5730 0.4930 -2.9018 0.114 -0.182 0.263 -0.013
H -2.2639 -2.8726 -1.8910 0.019 -0.043 0.129 0.005
H -1.3381 -2.8861 -0.3563 -0.156 -0.043 -0.148 0.002
H -3.9127 -1.2181 -2.2354 0.052 -0.102 -0.110 0.001
H -4.7649 1.0899 -1.8212 -0.197 0.046 -0.102 -0.001
H -3.6027 2.4840 -0.1252 0.014 0.125 0.055 0.001
H -1.9528 2.8112 1.3907 -0.037 -0.070 0.073 0.002
H -1.7900 1.3679 2.4041 -0.019 0.162 -0.109 -0.008
H -0.8413 4.3850 2.2278 -0.140 0.051 -0.068 0.000
H -0.2176 5.5897 4.2349 -0.040 0.105 0.030 0.000
H 1.4707 4.6618 5.7845 0.053 0.066 0.061 0.000
H 2.5683 2.5124 5.2280 0.094 -0.042 0.139 0.000
H 1.9002 1.2661 3.2161 -0.015 -0.012 0.090 0.001
H 2.1370 1.0632 -0.0642 -0.059 0.196 -0.151 -0.014
H 3.0867 2.0350 -2.0988 0.064 -0.032 -0.051 0.000
H 2.1036 4.0864 -3.0729 0.032 0.064 -0.054 0.000
H 0.1758 5.1511 -1.9563 -0.087 0.084 -0.071 0.000
H -0.8197 4.1521 0.0255 -0.150 0.076 0.056 0.000
H -0.6154 -4.6485 -1.6871 -0.050 -0.042 0.053 0.000
H 0.8057 -6.3670 -2.6855 0.035 -0.087 0.000 0.000
H 2.6800 -5.7383 -4.1678 0.018 -0.109 -0.089 0.000
H 3.0525 -3.3521 -4.7306 0.046 -0.044 -0.075 0.000
H 1.5676 -1.6359 -3.7817 0.103 0.120 -0.018 0.000
H -1.6092 -2.4038 -4.3146 0.038 -0.062 -0.055 0.000
H -2.5307 -0.8106 -5.9500 -0.057 -0.003 -0.044 0.000
H -2.2714 1.6152 -5.5944 0.029 0.089 -0.123 0.000
H -0.9353 2.4457 -3.6857 -0.008 0.112 0.033 -0.001
H -0.0209 0.8437 -2.0350 -0.048 0.046 -0.240 0.000
Cl 2.7141 -1.1769 0.8647 0.854 0.064 0.179 -0.004
C 2.9119 -2.6659 -0.0731 0.213 -0.008 -0.297 -0.007
Cl 1.5586 -3.7022 0.3240 0.284 -1.079 0.238 0.002
H 3.8475 -3.1519 0.2119 -0.262 0.160 -0.052 0.000
H 2.8577 -2.4327 -1.1403 0.008 0.015 0.304 0.000
N -0.5524 -2.2281 2.1038 -0.366 -0.568 0.034 0.038
C -0.1139 -1.5882 3.3138 0.047 -0.063 1.069 -0.032
C 1.1607 -1.8191 3.8200 -0.224 -0.067 -0.263 0.001
C 1.5741 -1.1585 4.9660 -0.042 0.026 0.004 0.000
C 0.7193 -0.2869 5.6196 0.028 -0.026 -0.002 0.000
C -0.5602 -0.0786 5.1282 0.027 -0.074 -0.037 0.004
C -0.9827 -0.7366 3.9860 0.085 -0.088 -0.132 0.004
H -1.5669 -2.3736 2.1491 0.395 0.004 -0.068 0.011
H -0.1016 -3.1444 2.0135 -0.263 0.380 0.070 0.010
H 1.8243 -2.5166 3.3240 0.002 0.011 -0.014 0.005
H 2.5718 -1.3287 5.3428 0.048 -0.043 0.064 0.000
H 1.0466 0.2233 6.5123 0.015 0.059 0.060 0.000
H -1.2269 0.5993 5.6372 -0.108 0.054 0.052 0.000
H -1.9870 -0.5920 3.6030 -0.039 0.025 0.029 -0.005
```
Forces are in eV/Å.

***

no.,DFT total energy (a.u.)
1,-4615.01585
2,-3869.23662
3,-3575.62826